C38H48N2O2OsSe3 as an isolated structure, computed with ωB97M-V/def2-TZVPD.

Geometry (Å):
Os (-0.57409, 0.96443, 1.59218)
C (1.85169, -5.28852, -1.68955)
C (0.74585, -5.51805, -0.64557)
C (-0.57849, -5.84747, -1.36221)
C (1.13504, -6.72969, 0.20900)
C (0.53545, -4.25098, 0.15467)
C (0.13896, -3.06070, -0.47472)
C (-0.15143, -1.93648, 0.26355)
Se (-1.23675, -0.49871, -0.58239)
C (-0.45961, 0.98803, -1.64585)
C (-0.35332, 0.82080, -3.00807)
C (-0.19880, 1.92457, -3.85931)
C (-0.13072, 3.18250, -3.25564)
C (-0.22730, 3.40356, -1.89730)
C (-0.42266, 2.27587, -1.03049)
O (-0.57129, 2.41697, 0.24602)
C (-0.17678, 4.80511, -1.30845)
C (0.99330, 4.88798, -0.31404)
C (0.03282, 5.88037, -2.38000)
C (-1.50504, 5.09734, -0.59178)
C (-0.19963, 1.74810, -5.36238)
C (0.96536, 0.83041, -5.76962)
C (-0.06812, 3.06482, -6.13634)
C (-1.53582, 1.09190, -5.76171)
C (-0.06569, -1.91346, 1.68950)
O (-0.37540, -0.85258, 2.36196)
C (0.37080, -3.12171, 2.33152)
C (0.64379, -4.22340, 1.54703)
C (0.49082, -3.17362, 3.84693)
C (0.97119, -4.53857, 4.35179)
C (-0.88910, -2.89210, 4.46270)
C (1.50664, -2.11752, 4.31007)
H (1.97905, -6.18772, -2.28628)
H (2.79521, -5.07110, -1.19419)
H (1.61052, -4.46875, -2.36014)
H (-0.45878, -6.75504, -1.94781)
H (-0.88573, -5.04895, -2.03137)
H (-1.36795, -6.01454, -0.63294)
H (1.25223, -7.59315, -0.44181)
H (0.36329, -6.97610, 0.93501)
H (2.08188, -6.57585, 0.72191)
H (0.03176, -3.00834, -1.54747)
H (-0.42059, -0.18120, -3.40232)
H (-0.02782, 4.03260, -3.90533)
H (1.93430, 4.68392, -0.82186)
H (0.86916, 4.17663, 0.50064)
H (1.04262, 5.88597, 0.11297)
H (0.97162, 5.73381, -2.90916)
H (0.07088, 6.85581, -1.90138)
H (-0.79058, 5.89687, -3.08993)
H (-1.67359, 4.39581, 0.22292)
H (-2.33474, 5.02941, -1.29250)
H (-1.48531, 6.10217, -0.17856)
H (1.91453, 1.29178, -5.50711)
H (0.94693, 0.67614, -6.84517)
H (0.90225, -0.14098, -5.28752)
H (0.87350, 3.56609, -5.92283)
H (-0.89589, 3.73905, -5.92776)
H (-0.08984, 2.84758, -7.20167)
H (-1.66872, 0.12215, -5.29022)
H (-1.56454, 0.95199, -6.83907)
H (-2.36805, 1.73316, -5.48006)
H (0.94492, -5.13265, 2.03571)
H (0.26984, -5.32739, 4.09135)
H (1.04251, -4.50866, 5.43627)
H (1.95780, -4.77966, 3.96264)
H (-1.60731, -3.63899, 4.13069)
H (-1.24899, -1.90576, 4.17907)
H (-0.82455, -2.93493, 5.54649)
H (2.48524, -2.31803, 3.87818)
H (1.59701, -2.14212, 5.39252)
H (1.19106, -1.11609, 4.02070)
Se (0.46231, 1.72877, 4.36981)
Se (-1.00377, 3.32684, 3.50717)
C (-2.63129, 2.25504, 3.25748)
C (-3.74883, 2.53748, 4.02451)
C (-4.87117, 1.73470, 3.87918)
C (-4.84050, 0.71112, 2.94241)
C (-3.69662, 0.53230, 2.18103)
N (-2.60656, 1.28016, 2.34358)
C (1.84837, 1.66917, 2.97695)
C (3.13290, 2.08626, 3.28327)
C (4.07738, 2.12371, 2.26854)
C (3.71319, 1.69452, 1.00034)
C (2.42480, 1.23322, 0.79463)
N (1.50464, 1.23538, 1.75939)
H (-3.72126, 3.35980, 4.72345)
H (-5.74459, 1.90341, 4.49072)
H (-5.68497, 0.05780, 2.79899)
H (-3.64136, -0.22612, 1.41044)
H (3.36225, 2.38955, 4.29341)
H (5.07216, 2.49025, 2.46590)
H (4.41079, 1.71394, 0.17947)
H (2.10535, 0.84851, -0.16478)

Computed properties:
Charge   +2
2S+1   5
E_LUMO (alpha / beta)   -6.04 / -8.54 eV